1.
{
  "formula": "C32H30CsF6N9P2Se",
  "method": "the ωB97M-V functional and the def2-TZVPD basis",
  "species": ["Cs", "C", "C", "C", "C", "C", "C", "P", "C", "C", "C", "C", "C", "C", "C", "C", "C", "C", "C", "C", "H", "H", "H", "H", "H", "H", "H", "H", "H", "H", "H", "H", "H", "H", "F", "P", "F", "F", "F", "F", "F", "N", "C", "N", "C", "N", "C", "N", "C", "N", "C", "N", "C", "N", "C", "C", "H", "H", "H", "H", "H", "H", "H", "H", "H", "H", "H", "H", "Se", "N", "C", "C", "C", "C", "C", "C", "N", "H", "H", "H", "H"],
  "coordinates": [[-2.09538, -0.45786, -0.14291], [5.08717, 1.79075, 1.47711], [4.16441, 1.25426, 0.55666], [3.33582, 0.24142, 0.80807], [3.13424, -0.14657, 2.17176], [3.91206, 0.49026, 3.18164], [4.88870, 1.41098, 2.80150], [1.97370, -1.44079, 2.51399], [2.93262, -3.01763, 2.72288], [4.17423, -3.10098, 3.36733], [4.80607, -4.36020, 3.51120], [4.27220, -5.51167, 2.93375], [3.08244, -5.43175, 2.22465], [2.44402, -4.17764, 2.12742], [1.30230, -0.78410, 3.99773], [1.61716, -1.29202, 5.25778], [0.95337, -0.86753, 6.41477], [-0.11333, 0.03364, 6.32046], [-0.35523, 0.67221, 5.07249], [0.34575, 0.28079, 3.94907], [5.72372, 2.59042, 1.13173], [4.06732, 1.72160, -0.40576], [2.81992, -0.37618, 0.04308], [3.76794, 0.22024, 4.20656], [5.63351, 1.66333, 3.56632], [4.57665, -2.18831, 3.75648], [5.67512, -4.48099, 4.21066], [4.83310, -6.45340, 2.93134], [2.54461, -6.32036, 1.90964], [1.56016, -4.06922, 1.50169], [2.27928, -2.17268, 5.33786], [1.18062, -1.43716, 7.35202], [-0.80378, 0.24879, 7.13239], [-1.07916, 1.44153, 4.91749], [0.45931, -0.98573, -1.59424], [0.85503, -2.57360, -1.35067], [0.52994, -2.26646, 0.27284], [1.21266, -4.06895, -1.04338], [-0.77111, -2.94511, -1.63698], [1.12158, -2.79904, -2.95080], [2.41111, -2.13195, -1.13286], [-4.64296, 3.28729, -3.69431], [-4.04568, 3.29725, -2.67271], [-3.51230, 3.42229, -1.47612], [-2.30081, 3.04734, -1.31049], [-1.18362, 2.73174, -0.98946], [-1.48655, -1.21061, -4.91909], [-2.13462, -0.12983, -4.14309], [-3.53563, -0.07463, -4.50541], [-3.65290, 0.24644, -5.92106], [-3.05077, -0.85638, -6.73465], [-1.59673, -1.02145, -6.39166], [-0.97630, 0.30317, -6.69254], [-1.53110, 1.44792, -5.91875], [-1.39039, 1.12726, -4.49956], [-2.97020, 1.52628, -6.21390], [-2.05068, -2.15384, -4.67869], [-0.40450, -1.31231, -4.75254], [-4.07291, 0.60778, -3.85355], [-3.93836, -1.09750, -4.40375], [-3.09723, -0.68887, -7.77286], [-3.52463, -1.78353, -6.51124], [-1.08720, 0.51870, -7.74840], [0.10424, 0.28710, -6.48796], [-1.90279, 1.93420, -3.97210], [-0.33208, 0.91660, -4.15790], [-3.07244, 1.74909, -7.25666], [-3.38228, 2.38590, -5.70279], [0.24681, 1.57867, 2.43798], [-1.59644, 1.05966, 2.47010], [-2.26463, 2.22949, 2.62579], [-3.69662, 2.35211, 2.73605], [-4.25065, 3.56316, 2.53641], [-3.44876, 4.74661, 2.47121], [-2.08689, 4.68332, 2.66943], [-1.46771, 3.40818, 2.77697], [-0.11879, 3.26300, 2.88855], [-4.31931, 1.47360, 2.92442], [-5.28505, 3.71798, 2.40225], [-3.94454, 5.67972, 2.14386], [-1.45584, 5.53475, 2.87541]],
  "forces_ev_per_angstrom": [[0.2, 0.1, -0.5], [-2.2, -0.3, 0.1], [1.8, 2.2, -1.1], [-1.9, -2.8, 2.0], [2.2, 1.1, -0.2], [-0.6, -0.3, -2.1], [1.4, -0.4, 0.6], [-0.7, -1.0, -2.0], [0.9, 0.2, 0.4], [-0.4, -1.3, 0.1], [0.5, 0.7, 0.9], [0.1, 0.0, -0.4], [-0.5, 1.1, 0.6], [-0.6, -0.4, -0.5], [-0.3, 0.7, 1.9], [-0.5, -0.6, 0.2], [-0.8, -0.8, 0.5], [0.1, 0.3, -0.9], [0.9, -1.2, 0.5], [1.6, 0.2, 1.0], [0.3, -0.1, 0.3], [0.5, -0.1, -0.6], [0.2, 1.0, 0.4], [0.0, 0.0, 0.5], [-0.4, 0.4, -0.2], [0.5, 0.2, 0.4], [-0.6, 0.4, -1.1], [-0.3, 0.3, 0.4], [0.4, 0.1, -0.5], [-0.1, -0.2, 0.3], [-0.2, 0.7, -0.1], [-0.3, 0.9, -0.8], [0.5, 0.0, 0.1], [-0.5, 0.4, 0.4], [0.2, -0.6, -0.2], [-0.8, 1.7, -0.9], [-0.2, -0.9, -1.6], [-0.2, -0.7, 0.4], [1.3, 0.2, 0.8], [-0.1, 0.3, 1.0], [-0.6, -0.2, 0.0], [1.2, -0.2, 1.8], [-1.5, 0.4, -1.8], [-1.3, 0.2, -0.5], [4.7, -1.3, 1.7], [-3.2, 0.6, -0.9], [-1.0, -0.8, -0.5], [1.8, -0.3, 0.2], [0.5, -0.8, -0.7], [-0.8, 0.3, -1.2], [1.5, 1.1, 2.4], [-0.6, 1.3, 0.0], [0.3, 0.2, 0.5], [0.5, -1.1, -0.4], [-0.7, -0.7, 0.7], [0.5, -0.6, 0.2], [0.9, 0.6, -0.1], [-0.5, 0.1, 0.7], [-0.1, 0.3, -0.2], [-0.1, 0.3, 0.3], [-0.3, 0.6, -1.3], [-0.6, -0.7, 0.3], [-0.2, 0.0, -0.3], [-0.2, -0.3, 0.1], [0.6, 0.1, 0.3], [-1.1, 0.8, -0.6], [-0.1, -0.1, -0.8], [-0.4, -0.2, 0.6], [-2.0, -1.3, -0.1], [-0.2, 1.4, -0.5], [0.2, -1.3, 0.2], [0.5, -1.2, -0.3], [1.0, 1.3, 0.0], [0.2, 0.2, -0.7], [-0.3, -0.4, 0.8], [0.4, 0.5, -0.1], [-0.1, 0.0, 0.1], [0.3, 0.1, -0.4], [-1.1, -0.2, 0.1], [0.4, -0.5, 0.6], [-0.1, 0.3, -0.5]],
  "lowdin_charge": [0.905, -0.060, -0.103, -0.093, -0.393, -0.086, -0.098, 1.090, -0.324, -0.084, -0.090, -0.110, -0.072, -0.087, -0.417, -0.101, -0.085, -0.064, -0.095, -0.355, 0.098, 0.107, 0.101, 0.090, 0.101, 0.085, 0.109, 0.102, 0.103, 0.080, 0.108, 0.114, 0.099, 0.088, -0.287, 0.229, -0.320, -0.119, -0.267, -0.168, -0.170, 0.078, -0.424, 0.031, -0.493, 0.050, -0.176, -0.100, -0.198, -0.077, -0.147, -0.087, -0.179, -0.093, -0.153, -0.170, 0.131, 0.118, 0.102, 0.119, 0.097, 0.102, 0.107, 0.120, 0.096, 0.145, 0.107, 0.090, 1.290, -0.232, -0.394, -0.041, -0.099, -0.075, -0.032, -0.390, -0.200, 0.111, 0.089, 0.111, 0.107],
  "charge": -1,
  "multiplicity": 2,
  "homo_lumo_gap_ev": [6.48, 6.30],
  "e_above_lowest_kj_mol": 38.6,
  "energy_ha": -5433.84126,
  "max_force_ev_per_a": 5.178,
  "s2": 0.771
}

---

2.
{
  "formula": "C31H22EuN4O7S5",
  "method": "the ωB97M-V functional and the def2-TZVPD basis",
  "species": ["Eu", "S", "C", "C", "C", "C", "C", "C", "S", "C", "C", "C", "C", "C", "C", "C", "S", "C", "C", "C", "C", "C", "C", "S", "N", "H", "H", "H", "H", "H", "H", "H", "H", "H", "H", "H", "H", "H", "H", "H", "O", "C", "O", "C", "C", "C", "C", "C", "C", "O", "N", "O", "O", "N", "O", "O", "H", "H", "S", "C", "N", "C", "C", "C", "C", "H", "H", "H", "H", "H"],
  "coordinates": [[-0.40230, -0.02786, -0.20330], [0.97921, -2.21055, -1.11022], [0.24813, -2.25633, -2.71239], [1.08401, -2.39502, -3.83031], [0.58006, -2.48033, -5.11547], [-0.79217, -2.44468, -5.33633], [-1.64215, -2.32153, -4.25147], [-1.13973, -2.22428, -2.95044], [-2.35446, -1.89683, -1.68821], [-2.11336, -3.19770, -0.43978], [-2.59479, -2.67870, 0.88684], [-3.42812, -3.47345, 1.66066], [-3.83038, -3.02117, 2.90168], [-3.40920, -1.77664, 3.32428], [-2.59720, -1.01601, 2.49427], [-2.14689, 0.33731, 2.96244], [-2.29117, 1.54308, 1.60887], [-1.06495, 2.76205, 2.03532], [-1.52881, 4.07200, 2.17775], [-0.65265, 5.11055, 2.43189], [0.70465, 4.83162, 2.54741], [1.17000, 3.53647, 2.40616], [0.30707, 2.46035, 2.14489], [0.97307, 0.83569, 2.03208], [-2.18582, -1.46135, 1.29387], [2.15269, -2.40715, -3.65712], [1.26245, -2.56654, -5.95315], [-1.19692, -2.51439, -6.33865], [-2.71563, -2.28210, -4.39602], [-1.04253, -3.40237, -0.38974], [-2.65561, -4.09712, -0.72304], [-3.74826, -4.43489, 1.28041], [-4.47803, -3.62537, 3.52618], [-3.70405, -1.38163, 4.28824], [-1.09019, 0.29364, 3.23437], [-2.74074, 0.66877, 3.81132], [-2.58975, 4.26010, 2.06511], [-1.02156, 6.12278, 2.54128], [1.40770, 5.63306, 2.74229], [2.22976, 3.32550, 2.47432], [-2.77163, 2.89727, -2.16474], [-1.76409, 2.22376, -2.04381], [-1.71404, 1.06176, -1.46187], [-0.45667, 2.75156, -2.59409], [-0.53479, 3.77266, -3.50923], [0.61495, 4.34545, -4.03932], [1.86221, 3.90477, -3.64883], [1.95305, 2.86308, -2.76051], [0.81146, 2.24035, -2.16953], [0.93498, 1.32576, -1.28315], [3.31000, 2.41646, -2.42191], [4.17684, 3.27855, -2.32992], [3.48159, 1.25193, -2.14357], [0.51445, 5.41768, -5.01656], [-0.59620, 5.76387, -5.38127], [1.54769, 5.90765, -5.44659], [-1.51038, 4.13422, -3.79780], [2.75649, 4.36017, -4.04549], [0.31144, -2.92148, 2.57730], [1.77357, -3.31585, 3.26212], [1.86874, -4.31401, 4.20220], [3.01539, -4.69323, 4.82989], [4.18514, -4.08318, 4.54172], [4.17142, -3.04523, 3.56970], [3.01893, -2.67561, 2.95470], [0.99407, -4.76909, 4.41645], [2.92313, -5.49201, 5.55179], [5.09503, -4.37935, 5.04137], [5.09692, -2.54186, 3.31696], [2.98888, -1.88505, 2.21773]],
  "forces_ev_per_angstrom": [[0.0, -0.6, 0.6], [0.1, -0.2, -0.1], [0.0, -0.1, 0.1], [0.0, 0.0, 0.0], [0.0, 0.0, 0.0], [0.0, 0.0, 0.0], [0.0, 0.0, 0.1], [-0.1, -0.1, -0.2], [0.3, 0.1, 0.1], [-0.1, 0.1, -0.1], [0.0, 0.1, 0.0], [0.0, -0.1, 0.0], [-0.1, 0.0, 0.0], [-0.1, 0.0, 0.1], [0.0, 0.0, -0.1], [0.0, 0.1, -0.1], [0.2, -0.1, -0.1], [-0.1, 0.1, 0.1], [0.0, -0.1, -0.1], [0.0, 0.0, 0.0], [0.0, -0.1, 0.0], [0.0, 0.0, 0.0], [0.0, 0.0, 0.1], [0.1, 0.1, 0.2], [-0.2, -0.2, 0.1], [0.0, 0.0, 0.0], [0.0, 0.0, 0.0], [0.0, 0.0, 0.0], [0.0, 0.0, 0.0], [0.1, -0.1, 0.0], [0.0, 0.0, 0.1], [0.0, 0.0, 0.0], [0.0, 0.0, 0.0], [0.0, 0.0, -0.1], [0.1, 0.0, 0.0], [0.0, -0.1, 0.0], [0.0, 0.0, 0.0], [0.0, 0.0, 0.0], [0.0, 0.0, 0.0], [0.0, 0.0, 0.0], [-0.1, -0.1, 0.0], [0.1, 0.1, 0.1], [-0.6, 0.8, -0.7], [0.0, -0.1, 0.1], [0.0, 0.1, -0.1], [-0.1, 0.0, 0.0], [0.2, 0.1, -0.1], [0.1, -0.1, -0.2], [0.1, -0.1, 0.0], [0.2, 0.5, -0.3], [-0.3, 0.2, 1.1], [0.0, 0.0, -0.4], [0.1, -0.1, -0.4], [0.0, -0.1, -0.1], [0.0, 0.0, 0.1], [0.0, 0.0, 0.1], [0.0, 0.0, 0.0], [0.0, 0.0, 0.0], [0.0, -0.1, 0.1], [0.0, 0.1, -0.1], [0.0, 0.1, -0.1], [-0.1, 0.0, 0.0], [0.1, 0.0, 0.0], [0.0, 0.0, 0.0], [0.0, 0.0, 0.0], [0.0, 0.0, 0.0], [0.0, 0.0, 0.0], [0.0, 0.0, 0.0], [0.0, 0.0, 0.0], [0.0, 0.0, 0.0]],
  "lowdin_charge": [1.479, 0.466, -0.697, -0.129, -0.099, -0.109, -0.129, -0.538, 0.931, -0.420, -0.379, -0.033, -0.056, -0.030, -0.363, -0.416, 0.928, -0.538, -0.123, -0.107, -0.098, -0.129, -0.697, 0.470, 0.026, 0.094, 0.097, 0.094, 0.092, 0.005, 0.080, 0.112, 0.108, 0.113, 0.016, 0.081, 0.096, 0.095, 0.098, 0.093, 0.054, -0.575, -0.306, -0.036, 0.065, -0.146, 0.065, -0.057, -0.262, -0.234, -0.348, 0.045, 0.094, -0.365, 0.056, 0.045, 0.129, 0.129, 0.665, -0.774, 0.033, -0.100, -0.084, -0.056, -0.077, 0.126, 0.120, 0.099, 0.112, 0.101],
  "charge": -1,
  "multiplicity": 7,
  "homo_lumo_gap_ev": [6.78, 6.81],
  "e_above_lowest_kj_mol": 50.6,
  "energy_ha": -4641.58687,
  "max_force_ev_per_a": 1.228,
  "s2": 12.012
}

---

> What is the charge in the second record?

-1